Entry 1:
Formula: C12H27NO12S3
Source: the Open Molecules 2025 dataset
Level of theory: ωB97M-V/def2-TZVPD

```
! wB97M-V def2-TZVPD RIJCOSX def2/J DEFGRID3
* xyz 1 2
H 13.64 3.73 -28.59
S 19.27 -5.75 -31.26
C 15.32 -5.87 -25.38
C 21.75 -5.10 -30.86
H 21.53 -7.31 -30.87
O 12.16 1.92 -26.44
H 13.27 -2.81 -24.35
H 11.93 3.82 -26.57
H 13.87 -2.66 -26.09
C 15.25 -1.81 -28.72
H 17.50 -2.23 -25.55
O 20.67 -4.81 -31.64
S 13.16 0.68 -27.13
H 17.25 -4.38 -24.09
C 12.78 3.15 -26.46
H 14.99 -3.92 -23.57
O 12.32 -0.29 -27.93
C 15.64 -6.72 -26.63
H 21.97 -4.41 -30.04
O 14.10 0.24 -26.12
H 17.89 -5.28 -25.42
O 14.29 -2.09 -31.91
H 15.12 -7.67 -26.70
H 14.78 -3.92 -28.34
H 16.55 -3.56 -28.56
H 15.25 -6.13 -27.46
H 18.06 -3.37 -26.79
C 15.54 -3.36 -28.89
C 21.42 -6.50 -30.14
H 15.60 -6.31 -24.42
N 15.82 -4.51 -25.46
H 16.69 -6.97 -26.81
H 22.70 -5.23 -31.36
H 21.96 -6.60 -29.20
C 17.94 -3.22 -25.72
C 13.76 3.16 -27.66
H 13.30 3.31 -25.52
C 17.25 -4.43 -25.18
C 15.15 -3.50 -24.56
O 19.98 -6.56 -30.07
H 15.60 -2.52 -24.45
H 14.81 3.39 -27.49
O 15.48 -3.62 -30.25
S 15.62 -2.33 -31.32
O 16.77 -2.54 -32.18
O 18.13 -4.93 -30.73
O 15.91 -1.37 -29.97
H 15.55 -1.69 -27.68
O 19.08 -6.56 -32.44
C 13.80 -3.26 -25.19
H 18.89 -2.92 -25.29
H 14.23 -5.83 -25.37
H 13.24 -4.13 -25.54
O 14.00 1.86 -28.08
H 14.18 -1.61 -28.81
*
```

Results
HOMO-LUMO gap (spin up / spin down) in eV: 10.5391 / 5.4940
⟨S²⟩: 0.754

Löwdin population analysis, charges in e, atoms 1 to 2:
1 H 0.134
2 S 0.759

Entry 2:
Formula: C5H13NS
Source: the Open Molecules 2025 dataset
Level of theory: ωB97M-V/def2-TZVPD

```
! wB97M-V def2-TZVPD RIJCOSX def2/J DEFGRID3
* xyz 0 1
H 0.82 0.00 -2.01
N -1.97 0.65 0.40
H -3.15 2.38 0.03
H -0.98 2.37 1.05
H -2.39 0.36 1.27
C 0.92 0.15 -0.94
H 1.99 0.29 -0.77
C -2.90 1.40 -0.40
H -2.47 1.58 -1.38
H -0.36 1.85 -1.40
H -0.13 -1.02 0.61
H 0.90 2.22 -0.39
C 0.17 1.44 -0.55
S 1.98 -2.06 0.43
H 2.42 -1.02 1.14
C -0.74 1.36 0.67
C 0.54 -1.15 -0.22
H -0.01 -1.76 -0.93
H -3.84 0.88 -0.56
H -0.21 0.84 1.47
*
```

Results
Energy relative to the best compared isomer or geometry (same formula, charge and spin) in kJ/mol: 71.3
Structure (SMILES): CNCCCCS
HOMO-LUMO gap in eV: 9.6807

Löwdin population analysis, charges in e, atoms 1 to 2:
1 H 0.096
2 N -0.134

Entry 3:
Formula: C4H8O2
Source: the Open Molecules 2025 dataset
Level of theory: ωB97M-V/def2-TZVPD

```
! wB97M-V def2-TZVPD RIJCOSX def2/J DEFGRID3
* xyz 0 1
H -0.99 -0.13 -2.34
H 0.02 1.84 -1.24
O -1.61 -0.02 1.76
H 2.74 -0.72 0.76
C 1.66 -0.60 0.57
O 0.89 -1.50 0.89
H 1.94 1.50 0.10
C 1.26 0.67 -0.06
H -1.18 0.82 1.92
C -0.82 -0.19 -1.26
H -1.77 0.00 -0.75
C 0.18 0.84 -0.84
H -0.51 -1.20 -0.99
H -0.89 -0.62 1.54
*
```

Results
Energy relative to the best compared isomer or geometry (same formula, charge and spin) in kJ/mol: 142.5
Structure (SMILES): C/C=C\C=O.O
HOMO-LUMO gap in eV: 10.2745

Löwdin population analysis, charges in e, atoms 1 to 2:
1 H 0.081
2 H 0.108

Entry 4:
Formula: C14H20Cl3NO3Os
Source: the Open Molecules 2025 dataset
Level of theory: ωB97M-V/def2-TZVPD

```
! wB97M-V def2-TZVPD RIJCOSX def2/J DEFGRID3
* xyz -2 5
H 1.02 2.80 1.56
C -1.94 -2.32 1.67
C 1.94 1.03 -0.44
H 0.39 0.29 -4.25
C -0.05 -0.18 -3.37
N -1.44 -1.06 1.56
O -1.56 0.82 2.78
H -2.02 1.64 -2.32
C 2.74 -0.87 -1.97
H -2.59 -0.26 -0.24
H 3.56 0.11 0.62
Cl 3.14 -4.30 0.42
C -0.08 1.54 -1.43
C 0.83 1.90 -0.37
C 0.49 0.44 -2.14
H -1.07 3.12 -2.45
Cl 0.32 -2.52 -0.81
C -2.69 -1.16 3.57
H 3.55 -0.35 -2.49
H -2.34 -3.34 3.51
O -1.76 -3.20 0.85
C -1.31 2.28 -1.79
H -1.82 2.68 -0.92
C 0.71 3.05 0.55
H -3.81 -2.79 2.58
H 2.30 -1.59 -2.65
C -1.86 -0.35 2.62
H -1.13 -0.07 -3.43
H -3.71 -0.72 3.69
O -1.91 -0.81 -0.66
C -2.77 -2.53 2.88
H -0.31 3.42 0.61
H 3.17 -1.41 -1.14
H 2.91 1.55 1.39
C 3.14 1.10 0.43
Cl 1.06 -0.90 1.87
H 1.34 3.87 0.19
H -2.17 -1.24 4.55
Os -0.15 -0.29 -0.07
H 0.17 -1.24 -3.41
C 1.75 0.13 -1.51
H 3.91 1.70 -0.05
*
```

Results
Energy relative to the best compared isomer or geometry (same formula, charge and spin) in kJ/mol: 214.0
HOMO-LUMO gap (spin up / spin down) in eV: 4.3999 / 5.0166
⟨S²⟩: 6.020

Löwdin population analysis, charges in e, atoms 1 to 2:
1 H 0.076
2 C -0.577

Entry 5:
Formula: C11H20N2OOsP
Source: the Open Molecules 2025 dataset
Level of theory: ωB97M-V/def2-TZVPD

```
! wB97M-V def2-TZVPD RIJCOSX def2/J DEFGRID3
* xyz 1 5
H 1.27 -1.06 -2.48
C 2.57 -0.57 3.62
H 0.39 1.83 2.09
H 4.57 3.50 3.09
C 3.40 1.34 -0.77
C 0.27 -0.77 -2.10
H 2.84 -1.52 3.16
H 3.08 -0.45 4.58
H -2.89 -1.46 -1.14
P -0.35 0.64 1.80
C -1.93 -0.97 -1.36
N 3.01 0.54 2.80
C 4.44 2.50 2.67
C 0.01 0.64 -1.66
H 3.78 1.49 4.45
O 2.16 -0.45 0.90
C -0.95 -1.51 -2.18
H 3.11 0.32 -1.04
H 5.07 2.71 0.66
H -0.28 -0.11 3.05
H -1.63 1.24 2.01
N 3.40 1.45 0.68
H 5.34 1.90 2.76
H 2.47 2.38 3.55
C 4.13 2.59 1.21
C -1.64 0.27 -0.74
H -0.99 -2.48 -2.73
H 2.71 2.08 -1.20
C 2.85 0.47 1.44
H 0.54 1.47 -2.04
Os -0.01 -0.48 -0.13
H -2.39 0.80 -0.13
C 3.39 1.77 3.46
H 4.41 1.55 -1.17
H 3.55 3.50 1.01
H 1.48 -0.56 3.77
*
```

Results
HOMO-LUMO gap (spin up / spin down) in eV: 5.6886 / 7.1204
⟨S²⟩: 6.019

Löwdin population analysis, charges in e, atoms 1 to 2:
1 H 0.124
2 C -0.032

Entry 6:
Formula: C5H14CsN3P
Source: the Open Molecules 2025 dataset
Level of theory: ωB97M-V/def2-TZVPD

```
! wB97M-V def2-TZVPD RIJCOSX def2/J DEFGRID3
* xyz 1 1
N -3.11 0.17 -0.85
Cs 0.50 -2.80 -1.96
H 1.86 1.03 2.20
P 1.79 -1.24 2.89
H 1.04 -2.18 2.17
N -1.67 -1.20 -1.94
C 1.03 0.35 2.35
H 1.94 0.10 -0.25
H -0.66 0.91 1.13
H 0.84 1.69 -2.05
H -3.30 1.10 -0.49
C 1.09 0.77 -0.13
H -0.07 -0.74 0.88
H -2.38 -1.80 -1.54
H -0.76 -1.60 -1.68
H 3.02 -1.19 2.20
C -1.96 0.07 -1.38
N -1.05 1.12 -1.46
C 0.23 0.29 1.02
H 0.61 0.00 -2.09
H 1.50 1.75 0.10
C 0.38 0.87 -1.51
H -1.28 1.80 -0.76
H 0.40 0.73 3.15
*
```

Results
Energy relative to the best compared isomer or geometry (same formula, charge and spin) in kJ/mol: 23.8
HOMO-LUMO gap in eV: 7.9995

Löwdin population analysis, charges in e, atoms 1 to 2:
1 N 0.135
2 Cs 1.386

Entry 7:
Formula: C3H11NOS2
Source: the Open Molecules 2025 dataset
Level of theory: ωB97M-V/def2-TZVPD

```
! wB97M-V def2-TZVPD RIJCOSX def2/J DEFGRID3
* xyz -1 2
H -1.33 2.13 1.15
S 1.23 -1.72 -0.12
C -0.09 -2.51 -1.06
H -0.69 -1.88 -1.74
H -2.01 1.79 -0.41
O 3.09 0.89 0.76
H 0.31 2.70 -0.50
H -2.05 -0.25 1.36
H -0.68 -2.97 -0.33
H 0.36 -3.38 -1.67
H 2.81 1.81 1.01
H 0.39 0.98 -0.87
H 2.24 0.47 0.66
S 0.23 -0.67 1.35
C -1.18 -0.02 0.59
C -1.15 1.46 0.33
H -1.63 -0.57 -0.32
N 0.16 1.75 -0.21
*
```

Results
Energy relative to the best compared isomer or geometry (same formula, charge and spin) in kJ/mol: 204.6
HOMO-LUMO gap (spin up / spin down) in eV: 2.8451 / 7.1793
⟨S²⟩: 0.752

Löwdin population analysis, charges in e, atoms 1 to 2:
1 H 0.071
2 S 0.309

Entry 8:
Formula: C19H25FN4O2S
Source: the Open Molecules 2025 dataset
Level of theory: ωB97M-V/def2-TZVPD

```
! wB97M-V def2-TZVPD RIJCOSX def2/J DEFGRID3
* xyz 0 1
H 1.46 -1.70 0.17
C -3.41 -4.96 1.16
H 4.00 4.03 2.72
C -2.45 -3.23 -0.28
H -1.80 -0.18 -0.43
H 0.53 -3.06 -1.67
C -4.53 -4.18 1.39
C -0.06 -2.91 -0.76
N -0.44 1.87 2.72
H -1.31 0.46 -2.02
C 1.29 1.52 -1.85
H 2.48 4.48 0.72
H 4.91 4.24 1.22
H -3.29 -5.94 1.60
C 0.11 1.53 0.41
C -1.64 -1.67 -2.00
N 0.22 -0.51 -0.99
H -2.22 3.95 0.80
C 2.92 3.51 0.93
C -1.51 3.18 1.05
H -3.72 -1.51 -0.48
H -0.95 2.79 -0.98
H 2.19 2.85 1.38
C -1.30 2.81 2.37
F -1.35 -5.32 0.12
H -5.50 -2.33 0.94
H 0.94 0.51 2.12
C 0.90 0.72 -0.59
H -0.18 -1.48 0.85
H -2.69 -1.60 -2.32
H 0.11 -3.76 -0.10
H 4.63 2.62 1.85
H -5.32 -4.55 2.03
O 4.19 3.74 -1.37
O 3.82 1.46 -0.50
C 0.24 1.26 1.77
C -3.61 -2.48 -0.04
C 4.19 3.61 1.74
H -1.83 3.29 3.18
H 0.42 1.70 -2.47
S 3.35 2.81 -0.68
H 1.84 0.42 -0.12
N -1.45 -2.82 -1.15
C -4.63 -2.95 0.78
H -1.03 -1.83 -2.89
C 0.40 -1.62 -0.08
N 1.86 2.80 -1.48
C -2.41 -4.49 0.34
C -0.80 2.52 0.06
C -1.18 -0.37 -1.33
H 1.99 0.90 -2.42
H 1.93 3.43 -2.26
*
```

Results
Energy relative to the best compared isomer or geometry (same formula, charge and spin) in kJ/mol: 124.5
Structure (SMILES): CCS(=O)(=O)NC[C@@H](c1cccnc1)N1CCN(c2ccccc2F)CC1
HOMO-LUMO gap in eV: 8.2849

Löwdin population analysis, charges in e, atoms 1 to 2:
1 H 0.130
2 C -0.019

Entry 9:
Formula: C3H6Cl2O2
Source: the Open Molecules 2025 dataset
Level of theory: ωB97M-V/def2-TZVPD

```
! wB97M-V def2-TZVPD RIJCOSX def2/J DEFGRID3
* xyz 0 1
Cl 0.28 -1.40 -1.79
H 1.29 1.09 -1.91
H -1.31 -0.14 -0.05
C 0.70 1.09 -1.02
Cl 1.19 2.20 0.09
H -0.74 -1.43 0.81
O -0.97 1.46 -1.49
C -0.50 -0.48 0.52
O 1.96 -0.57 0.21
H 1.93 -1.44 0.66
H -0.28 -0.02 1.45
H -0.93 1.35 -2.45
C 0.69 -0.33 -0.40
*
```

Results
Energy relative to the best compared isomer or geometry (same formula, charge and spin) in kJ/mol: 206.8
Structure (SMILES): C[C@@](O)(Cl)[C@@H](O)Cl
HOMO-LUMO gap in eV: 11.4831

Löwdin population analysis, charges in e, atoms 1 to 2:
1 Cl 0.681
2 H 0.087

Entry 10:
Formula: C48H56F12N3O37
Source: the Open Molecules 2025 dataset
Level of theory: ωB97M-V/def2-TZVPD

```
! wB97M-V def2-TZVPD RIJCOSX def2/J DEFGRID3
* xyz 1 1
C -0.24 -0.25 -3.35
H -1.15 1.11 -6.29
C 3.31 -2.87 -3.65
H -4.85 3.01 -2.31
O 5.71 9.06 5.53
C 2.42 -1.45 8.28
H 0.27 -11.20 -4.64
O 1.75 -13.07 -3.17
C 5.63 8.82 11.15
H -3.01 -2.24 -4.37
C 2.67 0.74 8.52
O -6.77 3.43 -3.94
F 9.67 7.82 8.31
O 3.73 8.99 4.47
H 0.66 0.65 7.71
O -0.22 -13.16 -4.25
N -2.20 0.56 -4.58
C 3.07 3.97 5.19
O 0.43 -5.23 -0.28
H -3.66 -5.92 -5.39
O 0.60 1.79 1.43
F 4.34 -4.98 -3.87
O 4.67 -3.37 -5.41
H 0.18 -1.12 -2.79
O 3.38 -1.75 -4.54
H 6.35 8.83 3.58
C 4.58 8.62 10.09
C 1.70 0.48 7.41
H 1.87 5.75 5.54
C -1.55 -8.21 -5.10
C 0.45 -13.47 -3.11
C 0.42 -4.90 -1.60
O -1.09 -9.16 -4.56
C 4.14 -2.13 -5.60
F 2.21 1.70 9.36
O -3.21 -9.70 -2.53
C 2.77 4.69 3.11
O -13.10 0.32 -5.34
H -14.41 1.90 -5.50
H 1.58 3.26 0.38
O 2.61 -2.61 8.44
O -0.03 -14.03 -2.17
C -12.15 0.73 -4.46
C 0.58 -12.21 -4.92
C -2.16 -1.86 -3.76
H -8.37 1.43 -2.74
O -11.70 1.98 -4.76
O 10.41 9.90 10.94
C 5.91 9.59 4.22
F 6.24 7.65 11.46
H -11.63 2.15 -6.81
O 2.57 3.61 3.92
H -5.48 -0.04 -5.08
C 0.58 3.01 0.71
O 0.53 -0.34 0.68
C -3.89 1.89 -3.94
H 6.58 10.45 4.25
C -6.38 2.29 -3.79
H 10.74 7.31 9.93
C -0.93 -5.42 0.09
H 3.32 -2.55 -2.61
H -4.41 3.82 -5.06
H 0.53 1.46 -4.63
C 0.33 0.82 0.51
H 5.44 -3.35 -3.51
H -1.42 -2.70 -3.63
C -1.36 -0.68 -4.40
C 11.50 9.94 10.13
H -8.78 0.00 -3.79
C 2.88 5.46 5.21
H -1.33 -4.49 0.49
C 4.42 8.65 5.59
H 3.68 0.99 8.20
H -1.96 -5.45 -5.16
C -1.98 1.40 -5.60
H 3.59 8.44 10.51
N -7.10 1.24 -4.43
C -13.54 1.48 -6.02
C 4.53 -3.65 -4.03
H 8.91 8.45 11.06
H -3.10 -7.42 -7.23
O -0.19 1.34 -0.64
C 1.97 -12.57 -4.49
F -1.73 -5.99 -7.58
H 1.91 1.08 6.52
C -2.62 -6.28 -5.42
H -1.43 2.90 -0.10
O 6.57 9.66 10.51
C 9.46 9.04 10.32
C 4.52 9.96 3.81
C -2.27 -6.90 -6.74
O 1.90 -0.91 7.15
C 0.91 0.61 -4.01
H 1.52 -0.06 -4.66
F 0.11 3.98 1.53
H 2.41 -13.36 -5.10
O 12.43 10.65 10.30
H -2.61 -5.60 -1.26
H 4.20 10.96 4.13
H 4.11 3.65 5.28
O -11.75 0.07 -3.55
C 10.33 8.19 9.44
H -3.07 -12.25 -1.43
F -3.16 -11.55 -3.82
C -2.44 -10.82 -2.93
C -0.40 2.73 -0.40
H -0.90 -0.92 -5.38
H -9.17 1.67 -4.40
H -1.51 -10.47 -3.40
H 8.74 9.64 9.75
F 0.43 -12.37 -6.26
C -8.45 1.07 -3.79
F 2.32 3.37 6.15
O 2.72 4.66 1.93
O -3.11 -8.45 -0.65
O 3.04 5.81 3.84
C -1.56 -5.87 -1.19
H 2.39 -3.41 -3.84
H -1.47 -6.95 -1.35
H -12.56 3.42 -5.99
C -6.39 -0.06 -4.40
F -13.87 1.15 -7.29
O 6.25 11.39 9.09
H -1.31 -12.15 -1.64
C -5.08 2.10 -2.93
H 4.83 7.81 9.41
H 5.26 9.30 12.06
H -0.19 3.32 -1.29
H 2.64 -11.72 -4.48
H 1.52 1.04 -3.17
O 11.37 9.07 9.08
O 3.95 8.06 6.52
O -0.78 -5.18 -2.18
C -2.24 -11.58 -1.65
C -2.87 -9.47 -1.23
O 4.31 -1.47 -6.57
H -2.43 3.30 -6.77
O 2.69 -0.49 9.22
O 1.34 -4.41 -2.17
O -1.27 -7.84 -6.38
C -3.77 2.93 -4.97
H -6.00 -0.35 -3.39
F -0.99 -6.38 1.03
F 4.35 9.83 2.48
C -12.32 2.36 -5.99
H -5.17 1.25 -2.21
N -3.17 0.79 -3.72
C 5.85 10.40 9.61
H 3.61 5.97 5.84
H -0.76 0.44 -2.64
O -2.42 -7.35 -4.51
H -2.48 -1.60 -2.72
O -2.21 -10.52 -0.69
C -2.67 2.64 -5.91
H -7.05 -0.85 -4.80
O 4.62 9.86 9.39
*
```

Results
HOMO-LUMO gap in eV: 7.2896

Löwdin population analysis, charges in e, atoms 1 to 2:
1 C -0.171
2 H 0.153

Entry 11:
Formula: C14H11Cl2N4PdS2
Source: the Open Molecules 2025 dataset
Level of theory: ωB97M-V/def2-TZVPD

```
! wB97M-V def2-TZVPD RIJCOSX def2/J DEFGRID3
* xyz -1 3
S 2.83 -0.95 1.20
Cl -0.05 1.74 1.26
C -1.10 -2.34 1.40
H -3.76 0.09 -2.43
H -3.79 -2.49 1.02
H 0.17 4.13 -3.80
H -1.52 -2.99 2.15
C 0.79 2.47 -2.61
C 0.01 2.42 -0.34
C -1.86 -1.76 0.37
Pd 0.81 -0.73 0.06
C -3.27 -1.89 0.28
C -3.96 -1.23 -0.70
C 2.18 -2.07 2.39
N 0.98 -2.54 2.42
C 0.76 1.73 -1.38
H 5.09 -3.01 2.32
C -3.25 -0.44 -1.63
H -1.30 0.21 -2.22
C -1.88 -0.36 -1.51
C -0.64 3.62 -0.54
N 1.37 0.56 -1.30
S 3.18 -2.61 3.75
C 4.85 -2.33 3.14
H -5.04 -1.31 -0.76
N -1.19 -0.99 -0.56
H -1.13 5.17 -1.94
C 0.12 3.66 -2.82
N 0.20 -2.04 1.43
C -0.60 4.24 -1.78
Cl 1.68 1.79 -3.94
H 4.97 -1.30 2.81
H 5.51 -2.52 3.98
H -1.17 4.06 0.29
*
```

Results
HOMO-LUMO gap (spin up / spin down) in eV: 5.4703 / 6.4263
⟨S²⟩: 2.071

Löwdin population analysis, charges in e, atoms 1 to 2:
1 S 0.506
2 Cl 0.677

Entry 12:
Formula: CHF2NO
Source: the Open Molecules 2025 dataset
Level of theory: ωB97M-V/def2-TZVPD

```
! wB97M-V def2-TZVPD RIJCOSX def2/J DEFGRID3
* xyz 0 3
F -0.85 -1.58 -0.21
H -0.05 -1.65 0.80
F -1.09 0.76 -0.85
C 0.12 0.84 -0.33
O 0.62 0.38 0.86
N 1.24 1.25 -0.26
*
```

Results
Energy relative to the best compared isomer or geometry (same formula, charge and spin) in kJ/mol: 272.3
HOMO-LUMO gap (spin up / spin down) in eV: 6.7682 / 10.3717
⟨S²⟩: 2.017

Löwdin population analysis, charges in e, atoms 1 to 2:
1 F -0.299
2 H 0.318

In order of appearance, strongest force on any atom = 5.584 0.722 0.523 3.528 6.265 6.240 4.640 0.870 4.401 4.562 0.767 15.702 eV Å⁻¹.